This record from the OMol25 dataset describes an isolated ion of composition C11H14N3 and charge +1 at a distorted geometry. The level of theory is ωB97M-V/def2-TZVPD.

Structure (XYZ):
```
28
Properties=species:S:1:pos:R:3:forces:R:3
C 3.423605 0.116426 0.157934 0.569 -0.484 -0.990
C 2.709250 0.886537 -0.741603 0.190 1.939 1.555
C 2.856550 -0.971976 0.781062 -1.258 -0.427 -1.208
C 1.374969 0.749228 -0.844679 -1.363 -0.457 -0.768
C 1.452169 -1.224126 0.532858 1.140 -0.644 2.335
C 0.711542 -0.328852 -0.231737 0.544 -0.098 0.201
C -1.534708 1.837815 -0.909921 -2.482 2.119 -0.525
C -1.509891 0.470281 -0.993727 -0.153 0.384 -0.478
C -0.810981 2.672673 0.131349 -4.985 0.573 -2.206
C -0.698448 -0.492742 -0.460951 0.803 0.127 1.304
C -2.172355 -2.123435 0.693340 -3.998 0.733 -1.561
N -1.034297 1.892878 1.318903 -0.143 -2.966 2.840
N -1.264884 0.851349 1.708845 0.889 1.452 -0.442
N -1.149379 -1.908194 -0.336154 0.971 -0.926 -1.331
H 4.475511 0.322611 0.157148 0.455 -0.171 0.668
H 3.081886 1.863494 -1.029946 0.614 -0.413 -0.694
H 3.564473 -1.646944 1.249245 -0.670 -0.137 0.541
H 0.829813 1.442450 -1.481939 -0.023 -0.335 0.064
H 0.915180 -2.018497 1.198509 1.161 1.239 -1.323
H -2.587672 2.297514 -1.302756 2.907 -0.975 0.986
H -2.304107 0.109407 -1.566966 -1.553 -0.704 -0.752
H 0.182745 2.778216 -0.091782 2.599 0.595 0.363
H -1.435687 3.602568 0.379517 1.484 -0.946 -0.828
H -2.796709 -3.083754 0.595826 0.640 1.728 -0.760
H -1.819821 -2.259352 1.630725 2.241 -0.166 2.809
H -2.724789 -1.120451 0.787377 0.114 -2.000 -0.469
H -1.433202 -2.253728 -1.307403 0.221 0.281 1.656
H -0.300766 -2.461398 -0.023086 -0.915 0.679 -0.985
```
Forces are in eV/Å.

energy above the lowest of the compared OMol25 structures with the same formula, charge and spin	101.3	kcal/mol
gap between HOMO and LUMO (alpha / beta)	6.5155 / 7.0071	eV
E_HOMO (alpha / beta)	-10.829 / -10.893	eV
charge	+1
DFT total energy	-16092.76738	eV
LUMO level (alpha / beta)	-4.313 / -3.886	eV

This record from the OMol25 dataset describes a 2-piece molecular cluster, C11H15N overall at a distorted geometry. The level of theory is ωB97M-V/def2-TZVPD.

Structure (XYZ):
```
27
Properties=species:S:1:pos:R:3:forces:R:3
C -0.378090 -3.124830 0.771728 0.977 0.337 -0.045
C 0.483482 -2.127988 0.022043 -0.833 0.078 0.138
C 0.980369 -2.220547 -1.240962 0.460 -0.200 0.322
N 1.711494 -1.082454 -1.541616 -0.019 -0.259 -0.745
C 1.605090 -0.196068 -0.505701 -0.538 0.255 0.069
C 2.036308 1.120193 -0.383626 1.065 0.280 0.715
C 1.749919 1.793434 0.789152 -0.741 -0.098 -0.282
C 0.971180 1.189855 1.789431 -0.190 0.471 0.402
C 0.555581 -0.120607 1.691062 -0.054 0.010 -0.430
C 0.823772 -0.809359 0.501155 0.473 -0.286 -0.113
H 0.188694 -4.053274 0.885724 -0.324 -0.065 0.064
H -1.323068 -3.314674 0.280355 -0.161 -0.112 -0.170
H -0.590692 -2.733691 1.767176 -0.019 -0.111 -0.011
H 0.981240 -3.065145 -1.919417 -0.128 0.204 0.033
H 2.011791 -0.865058 -2.483738 0.013 0.052 0.464
H 2.761842 1.601571 -1.024472 -0.273 -0.167 -0.610
H 2.028123 2.839311 0.875374 0.124 -0.184 0.126
H 0.642368 1.810822 2.623844 0.281 -0.316 0.008
H 0.002447 -0.611086 2.480890 -0.108 0.145 0.049
C -2.694310 1.525626 -0.145785 -0.287 -0.081 -0.997
C -1.626615 1.939398 -1.144518 0.587 0.450 -0.378
H -2.427648 1.815637 0.862238 0.028 -0.157 0.221
H -3.636348 1.998984 -0.412194 -0.173 0.177 0.147
H -2.889825 0.454452 -0.238929 0.206 -0.005 0.418
H -1.552012 3.019123 -1.282189 -0.076 0.189 0.429
H -0.633667 1.607168 -0.843461 -0.012 -0.120 0.028
H -1.781424 1.609208 -2.173563 -0.279 -0.485 0.147
```
Forces are in eV/Å.

energy above the lowest of the compared OMol25 structures with the same formula, charge and spin	6.2	kcal/mol
gap between HOMO and LUMO	8.8067	eV
E_HOMO	-7.866	eV
charge	0
DFT total energy	-13140.52375	eV
LUMO level	0.941	eV

This record from the OMol25 dataset describes C12H16O2 as an isolated structure at a distorted geometry. The level of theory is ωB97M-V/def2-TZVPD.

Structure (XYZ):
```
30
Properties=species:S:1:pos:R:3:forces:R:3
C 4.976706 -0.380807 0.827023 -3.280 -4.375 -1.749
C 3.362606 -0.339464 0.762428 -1.155 -2.224 1.896
C 1.202981 -0.633742 -0.396503 0.363 -1.583 -0.153
C 0.313928 -1.756413 -0.759070 6.694 -1.595 0.266
C -0.986241 -1.731216 -0.483048 -3.179 0.476 -1.209
C -1.661741 -0.543305 -0.363828 3.344 3.102 3.853
C -3.054966 -0.358341 -0.323863 -3.904 -1.868 -1.408
C -3.874355 0.263921 0.510160 3.285 3.161 1.243
C -5.329763 0.326581 0.553831 -1.966 -2.134 -1.858
C -0.801555 0.547333 0.142100 -6.570 0.360 -2.342
C 0.501533 0.459732 0.094832 3.600 0.616 -1.416
C 1.593932 1.981288 -1.229077 0.903 1.258 -1.223
H 5.567151 0.183651 1.642037 -1.408 -0.744 -1.736
H 4.919729 -1.873102 1.192999 1.394 4.399 -1.526
H 5.000318 -0.123690 -0.357289 1.675 -0.860 2.788
H 3.079911 0.429762 1.367400 -0.931 3.588 0.587
H 2.724122 -1.050576 1.395584 1.748 -0.417 -0.861
H 0.695829 -2.804518 -1.125333 -0.181 2.359 0.810
H -1.616926 -2.585102 -0.576969 -0.003 -0.880 -0.417
H -3.702351 -0.945710 -1.042283 1.160 0.191 0.370
H -3.351098 1.010481 1.314015 -1.179 -1.970 -1.717
H -5.904283 -0.638144 0.321707 1.300 0.670 0.690
H -5.951010 0.952027 -0.106780 1.002 0.768 0.251
H -5.413357 0.569692 1.553698 -1.677 0.596 2.046
H -1.271297 1.591967 0.088289 0.824 -1.572 0.660
H 1.925088 1.024773 -2.176981 -1.454 3.024 3.363
H 0.374223 2.638933 -1.517581 4.385 -1.217 -0.378
H 2.817497 2.505258 -0.838815 -4.051 -0.717 -2.220
O 2.684480 -0.370611 -0.541640 -1.660 -1.414 0.409
O 1.178898 1.649354 0.072968 0.921 -0.997 0.982
```
Forces are in eV/Å.

energy above the lowest of the compared OMol25 structures with the same formula, charge and spin	267.6	kcal/mol
gap between HOMO and LUMO	8.6956	eV
E_HOMO	-8.369	eV
charge	0
DFT total energy	-16786.81425	eV
LUMO level	0.327	eV

This record from the OMol25 dataset describes C26H26N2O6 in the gas phase at a distorted geometry. The level of theory is ωB97M-V/def2-TZVPD.

Structure (XYZ):
```
60
Properties=species:S:1:pos:R:3:forces:R:3
C -3.045950 5.068549 -1.641801 0.229 0.225 -0.321
O -3.179855 4.057431 -0.649128 -0.349 -0.076 0.314
C -2.155070 3.223371 -0.520718 0.199 -0.410 -0.081
O -1.158803 3.260380 -1.198069 -0.073 0.139 -0.063
C -2.377512 2.207435 0.595388 -0.201 -0.032 0.026
C -2.281609 2.916492 1.964427 0.081 -0.070 -0.176
C -1.018010 3.706228 2.058361 0.073 -0.253 0.220
C 0.231400 3.239203 2.349176 -0.307 -0.145 0.047
N 1.148207 4.251638 2.255368 0.411 -0.028 0.040
C 0.505536 5.400176 1.895977 -0.458 0.251 -0.142
C 0.997978 6.680162 1.674743 0.084 0.090 -0.003
C 0.095025 7.658338 1.319747 0.184 0.012 0.016
C -1.268616 7.376747 1.194363 -0.228 0.077 -0.045
C -1.763161 6.111282 1.414871 0.029 0.055 0.011
C -0.870815 5.096937 1.762540 0.462 0.118 0.062
N -1.386638 1.171048 0.476500 -0.013 0.364 0.111
C -1.703475 -0.083324 0.054803 0.208 0.215 0.103
O -2.850197 -0.484749 0.007909 -0.178 -0.229 -0.051
C -0.543352 -0.922472 -0.292789 0.729 -0.054 -0.406
C -0.538227 -2.342742 -0.228794 0.699 -0.199 -0.258
C 0.684284 -2.754647 -0.685675 -1.203 0.140 0.481
C 1.265969 -4.071591 -0.843549 0.619 -0.197 -0.234
C 2.544754 -4.226171 -1.361255 -0.369 0.232 0.138
C 3.094734 -5.488500 -1.514411 0.040 -0.417 0.009
C 2.382610 -6.620003 -1.154465 -0.035 -0.079 0.018
O 2.829700 -7.900931 -1.264713 -0.369 0.206 0.142
C 4.113489 -8.116351 -1.793138 0.220 -0.013 -0.090
C 1.078560 -6.473053 -0.624418 0.074 -0.158 -0.020
O 0.449637 -7.634969 -0.295787 0.382 0.147 -0.167
C -0.851856 -7.563099 0.230287 -0.212 0.027 0.086
C 0.540001 -5.211270 -0.476363 0.046 -0.046 -0.021
O 1.417734 -1.665209 -1.038623 0.296 -0.080 -0.091
C 0.683112 -0.562502 -0.804615 -0.880 0.387 0.274
C 1.294690 0.746308 -1.164075 0.083 -0.244 -0.022
H -2.229003 5.743816 -1.378418 -0.076 -0.038 -0.032
H -3.992670 5.601637 -1.662435 0.033 -0.032 0.022
H -2.836440 4.617657 -2.613374 -0.041 0.052 0.074
H -3.359742 1.737495 0.479640 0.167 0.109 -0.005
H -2.316833 2.151400 2.741624 -0.121 0.019 -0.056
H -3.141484 3.576324 2.077281 -0.037 -0.021 0.076
H 0.535288 2.249604 2.634777 0.052 -0.170 0.069
H 2.134147 4.165109 2.432381 -0.121 0.003 -0.015
H 2.050745 6.898222 1.779072 0.097 0.053 -0.002
H 0.442773 8.664441 1.138132 0.049 0.070 -0.008
H -1.943311 8.175211 0.921309 -0.064 0.053 -0.009
H -2.819459 5.906120 1.323312 -0.105 -0.014 -0.024
H -0.434804 1.492315 0.406183 -0.010 -0.086 -0.044
H -1.354768 -2.939840 0.118066 -0.165 -0.213 0.050
H 3.113344 -3.355918 -1.648203 0.057 0.064 -0.028
H 4.089644 -5.576487 -1.920891 0.084 -0.069 -0.030
H 4.196054 -7.742791 -2.819464 -0.002 0.001 0.048
H 4.253753 -9.196174 -1.791842 0.037 0.083 -0.020
H 4.888683 -7.650974 -1.174799 -0.036 -0.004 -0.033
H -0.875568 -7.008648 1.174456 0.000 -0.008 -0.042
H -1.151453 -8.594159 0.411346 -0.027 0.093 0.006
H -1.548880 -7.102886 -0.477854 0.029 -0.004 0.029
H -0.451211 -5.084382 -0.076369 -0.150 -0.068 0.068
H 2.030916 0.586586 -1.949137 0.036 0.060 -0.041
H 1.811802 1.185847 -0.308686 0.050 0.081 0.027
H 0.544204 1.450336 -1.518177 -0.009 0.032 0.009
```
Forces are in eV/Å.

energy above the lowest of the compared OMol25 structures with the same formula, charge and spin	22.9	kcal/mol
gap between HOMO and LUMO	8.0355	eV
E_HOMO	-7.398	eV
charge	0
DFT total energy	-42649.53712	eV
LUMO level	0.637	eV

This record from the OMol25 dataset describes CH8P4 as an isolated structure at a distorted geometry. The level of theory is ωB97M-V/def2-TZVPD.

Structure (XYZ):
```
13
Properties=species:S:1:pos:R:3:forces:R:3
C 1.014798 0.363565 0.483627 1.255 1.557 4.415
P 1.605173 1.395688 -0.977246 1.070 0.544 1.403
P -0.298735 -2.332111 0.009411 0.614 0.550 -2.391
P -1.636818 0.662809 -1.171046 0.414 0.984 0.966
P -0.671059 -0.266765 0.612606 -0.615 0.022 0.348
H 1.653930 -0.559800 0.822306 -0.608 2.096 -0.842
H 0.970107 1.184542 1.589306 0.680 -2.517 -3.352
H 2.973166 1.482168 -0.465816 -0.672 -0.211 -0.498
H 1.387121 2.694723 -0.322185 -0.200 -0.888 -0.635
H -1.655961 -2.445476 -0.108812 -1.173 -0.434 -0.560
H -0.407762 -2.945843 1.188011 0.131 -0.603 2.164
H -2.371144 -0.449366 -1.446495 -0.887 -0.943 -0.258
H -2.562817 1.215870 -0.213669 -0.010 -0.158 -0.761
```
Forces are in eV/Å.

energy above the lowest of the compared OMol25 structures with the same formula, charge and spin	16.3	kcal/mol
gap between HOMO and LUMO	8.6764	eV
E_HOMO	-8.059	eV
charge	0
DFT total energy	-38318.76055	eV
LUMO level	0.618	eV